1.
ORCA calculation (ωB97M-V/def2-TZVPD) on a molecular structure, C14H15BrN4O2RuS3.

```
40
Properties=species:S:1:pos:R:3:forces:R:3
Ru 0.23382 -0.30435 -0.35329 0.801 -0.970 -0.162
C -2.68230 -0.21397 -1.91404 0.031 0.042 -0.006
C -2.10688 1.19034 -1.96761 -0.010 -0.003 0.016
S -1.11840 1.65596 -0.50787 -0.273 0.241 -0.066
C -2.33618 1.61792 0.84555 0.004 0.112 -0.060
C -1.77436 0.88596 2.04552 -0.002 -0.021 0.013
S -1.07492 -0.72165 1.59483 0.019 -0.025 -0.010
C -2.54636 -1.63656 1.01052 -0.042 0.030 0.007
C -2.24554 -2.44580 -0.23505 0.007 0.011 0.016
S -1.41947 -1.48934 -1.53300 -0.013 0.027 -0.016
H -3.09620 -0.47211 -2.88891 0.001 0.005 0.001
H -3.48619 -0.29847 -1.18504 0.002 -0.007 0.004
H -2.89761 1.93350 -2.08088 -0.004 -0.020 0.006
H -1.41227 1.30884 -2.79929 -0.002 0.010 0.020
H -3.25285 1.16714 0.47115 -0.009 -0.015 0.020
H -2.55975 2.65272 1.10746 -0.003 -0.012 -0.006
H -2.53981 0.72359 2.80609 0.019 -0.016 0.010
H -0.94870 1.42595 2.51139 -0.013 -0.011 -0.023
H -3.35842 -0.92987 0.85327 -0.008 -0.013 -0.013
H -2.83804 -2.29779 1.82734 0.005 0.012 0.007
H -3.16036 -2.86958 -0.65068 0.001 -0.013 -0.007
H -1.56759 -3.27582 -0.03242 0.007 0.005 0.018
Br 1.78660 0.19453 2.95414 0.083 0.044 0.002
C 2.48016 1.08388 1.45137 0.043 -0.045 -0.077
C 3.58966 1.90382 1.61946 -0.024 -0.004 -0.056
C 4.12305 2.53960 0.51342 -0.059 -0.024 -0.021
C 3.53621 2.33497 -0.73173 0.065 0.019 0.047
C 2.44481 1.50454 -0.80843 0.054 -0.037 0.021
N 1.90808 0.88406 0.26427 -0.091 0.005 0.118
C 1.78571 1.24097 -2.12685 -0.237 0.266 0.026
O 2.09335 1.75615 -3.14990 0.143 -0.029 -0.042
O 0.74638 0.36362 -2.06182 -0.086 0.003 0.117
H 4.01574 2.02624 2.60451 0.004 0.003 -0.002
H 4.98622 3.18298 0.61899 0.000 -0.004 -0.001
H 3.90553 2.79543 -1.63784 0.010 0.003 0.010
N 2.31369 -6.11763 0.37316 -0.182 -1.117 -0.055
C 2.48073 -4.99306 0.46889 0.436 1.760 0.146
N 2.72167 -3.66313 0.59460 0.949 -2.231 0.431
C 1.97785 -2.79690 0.22584 -1.785 2.303 -0.631
N 1.29291 -1.84665 -0.09712 0.158 -0.287 0.198
```
Forces are in eV/Å.

Computed properties:
E_LUMO (spin up / spin down)	-9.90 / -9.95	eV
HOMO level (spin up / spin down)	-0.593 / -0.593	Ha
maximum force	3.0	eV/A
charge	+2
spin multiplicity	1
ΔE to the lowest compared entry with this formula, charge and spin	2.0	kcal per mole
energy	-4774.87380	hartree

Atomic partial charges in e from the Löwdin method, atoms 1 to 4: 0.89, -0.41, -0.42, 0.95

=====

2.
ORCA calculation (ωB97M-V/def2-TZVPD) on 2 unconnected molecules or ions with the total composition C4H8.

```
12
Properties=species:S:1:pos:R:3:forces:R:3
C -1.32344 0.67435 -0.09088 0.410 1.141 1.805
C -0.73765 0.09323 -1.06600 -1.777 -0.537 -0.510
C -1.83472 -0.65529 0.19487 0.433 -0.588 -2.942
H -1.52010 1.62968 0.36103 -0.152 0.285 -0.076
H -0.71391 0.34851 -2.11442 0.482 -0.229 -0.046
H -2.83609 -0.90267 -0.16684 -0.095 0.230 0.424
H -1.20996 -1.51525 0.25683 0.359 -0.323 1.199
C 2.04570 0.06847 0.54377 0.067 -0.012 -0.380
H 2.12994 -0.51417 -0.37216 0.099 -0.018 -0.033
H 2.96253 0.62914 0.70580 0.092 -0.155 0.194
H 1.80948 -0.61327 1.35389 0.115 0.070 0.211
H 1.22823 0.75727 0.39412 -0.033 0.136 0.154
```
Forces are in eV/Å.

Computed properties:
SMILES string	C1=CC1.C
E_LUMO	1.20	eV
HOMO level	-0.331	Ha
maximum force	3.0	eV/A
charge	0
spin multiplicity	1
ΔE to the lowest compared entry with this formula, charge and spin	91.8	kcal per mole
energy	-157.03772	hartree

Atomic partial charges in e from the Löwdin method, atoms 1 to 4: -0.25, 0.00, -0.01, 0.10

=====

3.
ORCA calculation (ωB97M-V/def2-TZVPD) on 2 unconnected molecules or ions with the total composition C4H12S2.

```
18
Properties=species:S:1:pos:R:3:forces:R:3
C 1.43341 2.40134 1.08835 -0.388 0.520 -0.439
C 2.22301 1.11029 1.18783 -0.120 -0.195 0.570
S 2.72263 0.39573 -0.39845 0.245 0.075 0.095
H 0.63203 2.42689 1.83203 0.234 0.151 0.072
H 2.06496 3.29249 1.16944 -0.038 -0.198 0.229
H 0.94278 2.51272 0.11821 -0.040 -0.244 0.048
H 1.66706 0.35591 1.75238 -0.044 0.069 -0.235
H 3.11508 1.28464 1.78500 0.283 -0.107 -0.202
H 1.46864 0.27845 -0.83799 -0.153 -0.060 -0.124
C -2.52056 -2.19693 -1.15761 0.676 -0.072 0.104
C -1.45422 -1.09025 -1.15474 -0.209 -0.157 -0.449
S -1.23448 -0.29601 0.46099 0.103 0.054 -0.108
H -2.45668 -2.78470 -0.24327 -0.101 0.076 0.117
H -3.51293 -1.76723 -1.24128 -0.141 -0.076 0.029
H -2.33987 -2.90926 -1.96434 -0.153 0.192 -0.216
H -1.74560 -0.29850 -1.84439 -0.105 0.141 0.111
H -0.49353 -1.42855 -1.55019 -0.031 -0.151 0.324
H -0.51172 -1.28704 0.99803 -0.020 -0.017 0.073
```
Forces are in eV/Å.

Computed properties:
SMILES string	CCS.CCS
E_LUMO	0.83	eV
HOMO level	-0.327	Ha
maximum force	0.8	eV/A
charge	0
spin multiplicity	1
ΔE to the lowest compared entry with this formula, charge and spin	6.9	kcal per mole
energy	-955.95353	hartree

Atomic partial charges in e from the Löwdin method, atoms 1 to 4: -0.19, -0.65, 0.68, 0.07

=====

4.
ORCA calculation (ωB97M-V/def2-TZVPD) on a molecular structure, C2H4F6N3P3.

```
18
Properties=species:S:1:pos:R:3:forces:R:3
C -2.01857 -0.01345 0.64686 -2.671 -1.434 -3.285
C -2.38461 0.26901 -0.81195 -0.665 -1.117 0.989
N -1.01827 0.26666 1.37778 4.905 3.189 0.723
N 1.79761 -1.57578 -0.53973 -1.438 1.393 1.978
N 1.32615 1.19529 -0.53212 1.075 -0.563 -1.108
F 2.65525 -1.78398 1.92374 -0.804 0.829 -0.764
F 0.61227 -2.82284 1.26151 0.226 2.200 -0.017
F -0.14352 2.70110 0.77054 0.368 -1.155 -0.352
F 1.23591 1.44952 2.12619 0.363 -0.281 -0.084
F 1.13832 -0.08319 -2.69281 0.856 -0.693 1.903
F 3.37323 -0.02095 -1.70608 -2.846 0.206 0.627
P 1.33911 -1.35499 1.05825 1.118 -5.373 -0.125
P 0.47344 1.22843 0.78707 -3.965 -0.453 1.519
P 1.80441 -0.15704 -1.23934 2.444 1.969 -2.796
H -2.77752 -0.51531 1.16771 -1.069 -0.999 0.992
H -3.36828 0.69370 -0.95988 -0.423 0.172 0.561
H -2.33517 -0.47086 -1.62465 0.433 -0.504 0.785
H -1.70974 0.99469 -1.01309 2.091 2.615 -1.544
```
Forces are in eV/Å.

Computed properties:
E_LUMO (spin up / spin down)	-0.25 / -5.05	eV
HOMO level (spin up / spin down)	-0.208 / -0.378	Ha
maximum force	5.9	eV/A
charge	0
spin multiplicity	3
expectation value of S²	2.01
energy	-1866.19430	hartree

Atomic partial charges in e from the Löwdin method, atoms 1 to 4: -0.31, -0.06, -0.08, -0.23

=====

5.
ORCA calculation (ωB97M-V/def2-TZVPD) on a molecular structure, C67H71AsCuFNO5P2Si2Te.

```
152
Properties=species:S:1:pos:R:3:forces:R:3
Cu -0.54629 -0.32112 -0.40928 -0.171 -0.044 -0.498
C -3.89352 1.24720 6.55945 0.220 0.027 -0.104
C -4.47796 1.64253 5.21131 0.011 0.080 0.115
C -5.17051 2.99718 5.25051 0.134 0.153 -0.189
C -4.17486 4.15117 5.36116 0.021 -0.036 -0.035
C -3.13585 4.05742 4.27249 -0.248 0.010 0.199
C -2.59332 5.30004 3.72639 0.086 -0.073 -0.043
C -1.47833 5.58167 3.00633 -0.230 -0.339 0.354
F -1.36613 6.85484 2.61338 0.092 0.448 -0.135
C -0.24983 4.81935 2.74200 0.139 -0.029 0.118
C -1.87600 2.83618 2.62750 -0.050 -0.027 0.112
C -1.56950 1.47173 2.13040 0.016 0.241 0.368
O -0.39511 1.48279 1.48494 0.790 -0.062 0.163
C -2.06517 0.33647 2.64215 -0.308 -0.411 -0.144
C -3.07403 0.48705 3.62419 0.076 -0.474 -0.316
N -3.42806 1.63302 4.14720 -0.309 0.402 0.454
C -2.83008 2.85525 3.75162 0.006 0.300 -0.126
C -1.32432 -0.96263 2.26084 0.091 -0.014 -0.239
O -1.66558 -2.05823 3.17040 0.089 0.136 0.284
O -1.48954 -1.27823 1.00490 0.037 -0.045 0.780
H -4.69170 1.18493 7.30004 0.026 0.009 -0.032
H -3.16152 1.98376 6.89461 0.023 -0.036 0.043
H -3.40180 0.27483 6.50056 0.000 0.016 0.033
H -5.21288 0.89778 4.91662 -0.002 -0.122 -0.121
H -5.86050 2.99988 6.09311 -0.043 -0.009 0.012
H -5.75826 3.12526 4.33893 -0.018 0.005 0.003
H -3.68097 4.13647 6.33788 -0.023 0.069 -0.005
H -4.69938 5.10471 5.29049 0.000 0.000 0.019
H -3.20631 6.17548 3.92303 0.029 -0.027 -0.043
H 0.47852 5.27866 2.08654 -0.009 -0.037 0.026
H -3.57517 -0.39112 4.02576 0.139 0.026 -0.029
O 2.80446 0.32912 -2.23551 -0.215 0.116 -0.083
C 1.69021 0.77934 -1.95765 -0.073 -0.159 0.452
O 1.11227 0.71864 -0.82123 0.640 0.279 -0.432
C 0.92968 1.53006 -3.06040 0.068 0.067 -0.012
C 1.66307 1.83751 -4.20846 -0.060 0.050 -0.029
C 1.12980 2.61817 -5.21883 0.015 -0.036 0.025
C -0.15960 3.11985 -5.09087 -0.010 0.030 -0.056
C -0.90513 2.80290 -3.97022 0.019 -0.010 0.120
C -0.39081 1.98893 -2.95145 -0.002 0.140 -0.028
P -1.49056 1.59025 -1.52965 -0.090 -0.433 -0.518
C -3.00028 0.88397 -2.31852 -0.051 0.064 0.087
C -3.22318 0.68804 -3.68023 -0.063 -0.033 0.050
C -4.37996 0.05414 -4.12370 0.045 0.015 0.013
C -5.33307 -0.38742 -3.21834 -0.017 -0.023 0.016
C -5.11369 -0.22019 -1.85633 0.056 0.034 -0.004
C -3.94686 0.38599 -1.41275 -0.010 -0.003 -0.109
C -2.02137 3.28758 -1.05706 0.047 -0.040 0.276
C -3.31769 3.56983 -0.62287 -0.033 0.052 -0.077
C -3.63993 4.82182 -0.11007 -0.026 -0.024 0.001
C -2.67163 5.81118 -0.01182 0.038 -0.006 -0.073
C -1.37326 5.53783 -0.42939 -0.055 -0.063 -0.027
C -1.04823 4.28720 -0.93868 -0.068 -0.051 0.047
H 2.67569 1.46012 -4.26462 -0.023 0.005 0.024
H 1.72325 2.85260 -6.09528 -0.026 -0.007 0.036
H -0.57953 3.75923 -5.85974 0.008 -0.043 0.042
H -1.90748 3.20452 -3.86756 0.013 0.000 -0.015
H -2.49067 1.01652 -4.40461 -0.012 -0.030 0.004
H -4.53574 -0.09362 -5.18630 0.028 0.003 0.040
H -6.23292 -0.87927 -3.57024 0.041 0.032 0.020
H -5.83771 -0.58651 -1.13823 0.021 0.005 -0.016
H -3.74273 0.45102 -0.34741 0.002 -0.049 -0.012
H -4.09064 2.81347 -0.70103 0.030 0.042 0.006
H -4.65435 5.02176 0.21892 0.036 -0.005 -0.053
H -2.92197 6.78822 0.38439 0.011 -0.055 -0.012
H -0.61008 6.30443 -0.35934 -0.014 -0.022 0.001
H -0.03070 4.07993 -1.25198 -0.017 0.012 -0.006
C -4.22116 -3.47428 -0.06250 -0.022 0.081 0.228
Si -3.30598 -4.28197 -1.46994 0.059 0.065 -0.114
C -4.49324 -5.04434 -2.69888 -0.240 -0.083 -0.092
C -2.17968 -5.61781 -0.81144 0.105 -0.085 0.114
C -2.32377 -2.96033 -2.38845 -0.007 0.038 0.198
Te -0.32030 -2.72884 -1.65195 0.038 0.332 -0.366
C 0.56068 -2.14737 -3.52896 -0.026 -0.025 0.055
Si 2.24081 -2.95213 -3.77339 0.000 -0.052 0.180
C 1.92533 -4.76264 -4.13575 0.005 -0.141 -0.212
C 3.13041 -2.09213 -5.16937 0.139 0.081 -0.171
C 3.25124 -2.82911 -2.20919 0.039 0.092 0.153
H -4.64948 -4.21801 0.61968 0.043 0.079 -0.076
H -5.03567 -2.84793 -0.43845 0.046 -0.014 0.028
H -3.52973 -2.83775 0.50721 -0.097 -0.074 -0.056
H -5.17806 -5.75081 -2.21277 0.097 0.091 -0.076
H -3.94788 -5.58851 -3.47818 -0.061 0.060 0.068
H -5.09957 -4.27253 -3.18852 0.068 -0.096 0.049
H -2.75107 -6.48096 -0.45136 0.032 0.102 -0.036
H -1.57872 -5.23406 0.02100 -0.036 -0.076 -0.081
H -1.48871 -5.96056 -1.58732 -0.025 -0.015 0.064
H -2.81921 -1.99224 -2.29030 0.008 -0.043 -0.109
H -2.23540 -3.20188 -3.44928 0.035 -0.039 0.023
H 0.63502 -1.06220 -3.52994 -0.025 0.032 -0.043
H -0.13104 -2.44492 -4.32277 0.018 -0.031 0.082
H 1.46195 -4.91108 -5.11899 0.044 0.007 0.130
H 1.24739 -5.16503 -3.37625 0.048 -0.019 -0.046
H 2.85035 -5.34953 -4.10847 -0.099 0.068 -0.006
H 2.52006 -2.04155 -6.07815 0.074 -0.005 0.094
H 4.06941 -2.60320 -5.41661 -0.129 0.078 0.022
H 3.37320 -1.06962 -4.85629 -0.040 -0.116 -0.044
H 2.78027 -3.41099 -1.40706 0.081 0.033 -0.037
H 3.32099 -1.77900 -1.89945 -0.005 -0.159 -0.001
H 4.26567 -3.21602 -2.35802 -0.107 -0.009 0.001
C 4.01838 0.14855 2.86081 -0.283 0.257 0.126
C 3.80361 -0.17702 4.34850 -0.010 -0.118 -0.206
As 4.32712 1.23951 5.62574 0.019 -0.026 -0.092
C 5.62025 0.23017 6.68552 0.098 0.093 0.099
C 6.90524 0.75597 6.79164 -0.014 -0.099 0.071
C 7.87485 0.11356 7.55568 -0.043 -0.055 0.006
C 7.55993 -1.06024 8.22622 -0.016 0.058 -0.053
C 6.27926 -1.59423 8.12394 0.027 0.021 -0.016
C 5.31727 -0.95320 7.35703 0.001 -0.026 -0.010
C 2.79900 1.09866 6.82770 -0.074 0.132 0.102
C 1.51674 0.97903 6.30184 -0.010 -0.029 -0.027
C 0.40235 1.01076 7.12684 0.041 0.024 0.086
C 0.55102 1.18630 8.49648 0.062 0.016 0.025
C 1.82809 1.31531 9.03323 -0.030 -0.032 -0.084
C 2.94305 1.27175 8.20380 -0.105 -0.009 0.001
P 2.55767 0.59735 1.77971 0.348 -0.408 -0.198
C 1.83898 2.06411 2.48345 -0.262 0.144 0.146
C 2.42723 3.01620 3.35029 -0.132 -0.067 -0.230
C 1.69083 3.85485 4.14670 0.011 0.029 0.007
C 0.22564 4.07747 4.03536 -0.091 0.192 -0.046
C -0.43850 3.35611 2.90858 0.112 -0.315 0.036
C 0.36905 2.12407 2.53724 -0.020 0.259 -0.123
C 1.43980 -0.85984 2.12442 -0.322 0.262 0.064
C 0.17486 -0.94150 2.94311 -0.151 -0.236 -0.158
C -0.27518 -2.30734 3.49194 0.049 0.123 0.001
C 0.30595 -3.47632 2.75927 -0.158 0.095 -0.058
C 1.27310 -3.31023 1.85897 0.116 0.068 0.009
C 1.88832 -1.99771 1.58329 -0.006 -0.244 -0.210
H 4.40333 -0.73830 2.35778 0.051 0.009 -0.099
H 4.76916 0.92750 2.70226 0.042 0.009 0.045
H 4.41808 -1.03425 4.62513 -0.018 -0.047 -0.014
H 2.76729 -0.46649 4.52516 0.051 -0.019 0.054
H 7.14670 1.67777 6.27694 0.028 0.031 -0.001
H 8.87121 0.53264 7.63064 -0.035 -0.013 -0.005
H 8.30924 -1.55936 8.82882 -0.025 0.013 -0.023
H 6.03167 -2.51017 8.64749 0.001 0.027 -0.026
H 4.31959 -1.37305 7.28993 -0.005 0.011 0.007
H 1.38389 0.85514 5.23196 -0.029 0.056 0.064
H -0.58109 0.88946 6.69311 -0.125 0.012 -0.018
H -0.31928 1.22463 9.14364 0.074 -0.037 -0.049
H 1.95749 1.44536 10.10146 -0.006 0.003 -0.044
H 3.93281 1.36529 8.63566 -0.004 0.009 0.000
H 3.50428 3.04039 3.44193 0.051 -0.108 0.154
H 2.21125 4.44841 4.89072 -0.047 0.034 -0.093
H -0.30264 4.38933 4.92875 -0.020 -0.065 -0.007
H -2.27714 3.46261 1.81666 0.098 0.006 -0.031
H 0.15702 1.53436 3.43884 -0.108 -0.170 0.133
H 0.18153 -0.23157 3.76736 -0.051 -0.002 0.024
H -0.18019 -2.43584 4.57286 0.054 -0.051 0.082
H -0.09666 -4.45699 2.99355 0.048 0.031 -0.078
H 1.67576 -4.17020 1.33465 -0.003 0.044 -0.007
H 2.76300 -1.98139 0.93434 -0.107 -0.041 0.019
```
Forces are in eV/Å.

Computed properties:
E_LUMO (spin up / spin down)	-1.53 / -1.57	eV
HOMO level (spin up / spin down)	-0.230 / -0.231	Ha
maximum force	0.8	eV/A
charge	0
spin multiplicity	2
ΔE to the lowest compared entry with this formula, charge and spin	185.9	kcal per mole
expectation value of S²	0.78
energy	-8532.35724	hartree

Atomic partial charges in e from the Löwdin method, atoms 1 to 4: 0.01, -0.02, -0.29, -0.13